A structure of composition C16H31NOP2Ti in a non-equilibrium geometry, computed with the ωB97M-V functional and the def2-TZVPD basis.

Computed properties:
- DFT total energy: -2289.5390 hartree
- E_LUMO (spin up / spin down): -0.3251 / -0.3251 Eh
- Net charge: +2
- Gap between HOMO and LUMO (spin up / spin down): 0.1393 / 0.1394 hartree

Last column: Mulliken charge in e.
Cartesian coordinates (Å):
P: 0.69 -2.25 -5.15  1.475
P: 0.92 0.33 -5.49  0.546
C: -0.15 -1.73 -6.68  -0.749
C: 0.66 -0.53 -7.15  -0.891
H: -1.17 -1.44 -6.39  0.369
H: -0.19 -2.61 -7.33  0.618
H: 1.62 -0.80 -7.59  0.376
H: 0.13 0.10 -7.86  0.507
C: -0.55 1.45 -5.94  -1.471
H: -0.72 2.26 -5.23  0.347
H: -1.48 0.88 -6.02  0.290
H: -0.39 1.90 -6.92  0.689
C: 1.99 1.77 -6.05  -1.274
H: 1.53 2.30 -6.90  0.418
H: 2.97 1.40 -6.35  0.423
H: 2.11 2.51 -5.24  0.379
C: -0.45 -3.77 -4.72  -1.067
H: -0.10 -4.44 -3.90  0.271
H: -0.45 -4.39 -5.62  0.556
H: -1.42 -3.34 -4.38  0.479
C: 2.45 -3.00 -5.67  -0.892
H: 3.07 -2.16 -6.02  0.457
H: 2.25 -3.85 -6.34  0.456
H: 3.00 -3.42 -4.78  0.304
Ti: 1.58 -3.22 -3.44  -0.240
C: -0.66 2.43 -0.45  -0.700
C: -1.47 3.38 -0.96  -0.366
C: -2.49 3.36 -2.04  -0.664
C: -3.37 2.13 -2.40  -0.680
C: -2.71 1.18 -3.37  -0.424
C: -1.41 0.79 -3.23  0.077
C: -0.15 1.52 -2.81  -0.073
C: 0.20 1.52 -1.29  -0.502
C: 3.04 -2.20 -2.42  -1.177
H: -0.32 2.44 0.61  0.363
H: -1.29 4.39 -0.58  0.344
H: -2.08 3.80 -2.97  0.273
H: -3.18 4.15 -1.71  0.460
H: -3.62 1.51 -1.50  0.313
H: -4.33 2.52 -2.77  0.401
H: -3.34 0.80 -4.22  0.286
H: -1.09 -0.21 -3.64  0.100
H: 0.04 2.52 -3.24  0.650
H: 0.66 0.90 -3.25  -0.398
H: 0.27 0.47 -0.97  0.136
H: 1.24 1.93 -1.23  0.407
H: 3.30 -1.30 -2.99  0.358
H: 3.80 -2.99 -2.25  0.531
H: 2.38 -2.04 -1.52  0.321
O: -1.15 -1.94 -0.33  -0.405
C: -0.42 -2.33 -1.20  0.710
N: 0.28 -2.72 -2.09  -0.716